1.
Here is 4 unconnected molecules or ions with the total composition C25H39N2O6PS3 from OMol25. Energies are from wB97M-V/def2-TZVPD.

Structure (ORCA input):
```
! RIJCOSX wB97M-V def2-TZVPD def2/J DEFGRID3
* xyz 0 1
C 3.15925 -0.48540 -1.72981
C 1.67985 -0.66259 -1.98253
C 0.51000 0.28365 -1.26913
C 0.92607 1.52490 -0.30205
N -0.00728 2.46858 0.40414
C -1.41926 2.06557 0.08704
C -2.62753 2.96820 0.80059
C -4.22688 2.66617 0.60202
C -4.70899 1.40003 -0.33960
C -3.51335 0.48830 -1.04402
P -4.07338 -1.01416 -2.09390
C -3.91062 -2.51841 -0.86773
C -5.93829 -0.96523 -2.51052
C -6.27260 -0.38916 -4.03315
C -1.89123 0.81688 -0.84108
N -0.91939 -0.09352 -1.53624
H 3.93603 -0.88944 -2.54108
H 3.61793 -0.01788 -0.75844
H 1.40355 -1.56484 -2.70429
H 2.09406 1.71372 -0.14460
H -2.33491 3.87065 1.51837
H -5.05717 3.30139 1.13731
H -5.85419 1.19465 -0.46619
H -4.91903 -3.11169 -0.89307
H -3.80968 -2.09209 0.24111
H -2.95630 -3.16378 -1.09638
H -6.30341 -2.10168 -2.52842
H -6.61098 -0.43798 -1.69672
H -5.44517 0.36043 -4.38871
H -6.38746 -1.29329 -4.80397
H -7.33999 0.14001 -4.01889
O 6.15280 -2.23187 2.49739
S 5.39235 -1.18164 1.85329
O 4.98650 -1.25835 0.46410
C 3.95860 -0.82947 2.85127
C 4.43499 0.23193 3.83169
C 5.27816 1.20603 3.01021
C 6.21939 0.37594 2.13894
H 3.61064 -1.74089 3.34036
H 3.18024 -0.43498 2.19129
H 3.59473 0.73404 4.32003
H 5.05492 -0.22750 4.61083
H 4.62073 1.80913 2.37225
H 5.83767 1.89584 3.64975
H 6.41588 0.86392 1.18093
H 7.16250 0.16973 2.65245
O 9.68756 3.80380 2.28392
S 9.83029 2.71533 3.22784
O 8.83690 2.43598 4.24548
C 10.15631 1.21816 2.31801
C 11.67105 1.18533 2.17926
C 12.22098 1.60262 3.54236
C 11.43953 2.83511 3.99443
H 9.63743 1.24355 1.35827
H 9.79754 0.37686 2.91847
H 12.02620 0.19361 1.88433
H 11.99392 1.90242 1.41507
H 12.07205 0.78739 4.26081
H 13.29481 1.80986 3.49931
H 11.32327 2.86154 5.08085
H 11.91225 3.75813 3.64769
O -8.47765 -2.78214 -3.44182
S -9.42231 -1.79053 -2.97229
O -9.00075 -0.52679 -2.40161
C -10.59688 -1.46917 -4.27334
C -11.69485 -2.49857 -4.05075
C -11.93778 -2.52552 -2.54249
C -10.57265 -2.58367 -1.85903
H -10.11157 -1.56224 -5.24637
H -10.97700 -0.45229 -4.13730
H -12.60334 -2.24315 -4.60394
H -11.35820 -3.48595 -4.38869
H -12.46248 -1.61072 -2.24120
H -12.56302 -3.37432 -2.24839
H -10.57815 -2.05287 -0.90366
H -10.24328 -3.61565 -1.71006
*
```

As for the orbital gap: 6.4 eV.

Results of the Mulliken charge analysis, in e, for atoms 1 through 6: atom 1 (C): -0.35, atom 2 (C): -0.20, atom 3 (C): 0.54, atom 4 (C): -0.17, atom 5 (N): -0.54, atom 6 (C): 0.36

=====

2.
Here is a molecular structure, C25H39N3O13 from OMol25. Energies are from wB97M-V/def2-TZVPD.

Structure (ORCA input):
```
! RIJCOSX wB97M-V def2-TZVPD def2/J DEFGRID3
* xyz 0 1
C -19.02355 -7.73887 -7.59933
O -18.57639 -6.43848 -7.14826
C -18.38998 -6.36214 -5.70404
C -19.67774 -6.03068 -4.89564
O -19.15863 -5.99241 -3.53456
C -20.23578 -6.13626 -2.56963
H -19.91701 -8.08495 -7.07965
H -18.27560 -8.49594 -7.36371
H -19.22299 -7.57467 -8.65827
H -17.76015 -5.51192 -5.44224
H -17.84187 -7.26523 -5.43553
H -20.36709 -6.87024 -4.98527
H -20.21353 -5.15611 -5.26465
H -20.46978 -7.18844 -2.40756
H -21.14120 -5.57599 -2.80290
H -19.95384 -5.90583 -1.54226
C -20.23945 -3.77824 -4.17166
O -21.38586 -3.48753 -4.55303
N -19.65910 -3.28015 -3.02699
C -18.40451 -3.91797 -2.54830
C -20.51725 -2.46216 -2.14216
H -19.65254 -4.55558 -4.68497
H -17.55166 -3.28979 -2.29111
H -18.07512 -4.63610 -3.29921
H -18.74707 -4.63371 -1.80101
H -19.94866 -1.57008 -1.87943
H -21.46305 -2.11598 -2.55898
H -20.79965 -2.98408 -1.22785
C -21.50385 -8.06035 -6.37798
O -20.78424 -8.61020 -7.17845
N -22.72483 -7.70599 -6.67863
C -23.32332 -6.62472 -5.90796
C -23.39242 -8.21819 -7.87212
H -21.27490 -7.56632 -5.42105
H -23.26645 -5.68530 -6.45782
H -23.03911 -6.54649 -4.85858
H -24.36733 -6.88451 -5.73287
H -23.23106 -7.71005 -8.82283
H -23.36833 -9.27249 -8.14773
H -24.43489 -7.93191 -7.73281
C -17.43999 -4.75885 -7.12514
O -17.58751 -3.70644 -6.44192
N -16.26077 -5.44045 -7.21086
C -16.17445 -6.90032 -7.48097
C -15.00088 -4.79289 -7.03461
H -18.26827 -5.34968 -7.54595
H -17.03725 -7.19790 -8.07690
H -15.98685 -7.60213 -6.66834
H -15.29758 -7.13438 -8.08463
H -14.41156 -4.82072 -7.95114
H -15.20371 -3.78585 -6.67014
H -14.41410 -5.28961 -6.26192
C -19.51922 -3.14710 -8.57859
C -20.15323 -1.99230 -8.25611
C -21.29806 -1.91641 -7.17907
O -22.05378 -1.04459 -6.79833
C -21.53305 -3.26335 -6.58958
C -20.94854 -4.39813 -6.99756
C -19.80007 -4.46579 -7.97310
O -19.32271 -5.59624 -8.31869
O -21.29375 -5.61723 -6.47349
O -19.87681 -0.83222 -8.88795
H -18.86794 -3.22110 -9.43694
H -22.23843 -3.50944 -5.80965
H -20.73243 -6.25148 -6.92540
H -20.25011 -0.04722 -8.48048
C -17.01638 -6.54528 -3.37602
C -16.36442 -5.46054 -2.85439
C -15.04285 -5.00625 -3.29578
O -14.41975 -4.10225 -2.81541
C -14.42243 -5.86707 -4.34817
C -15.04655 -6.95722 -4.87296
C -16.41475 -7.46902 -4.40293
O -16.91121 -8.52849 -4.73887
O -14.39772 -7.70594 -5.73110
O -16.94068 -4.67059 -1.81383
H -17.95621 -6.72578 -2.87548
H -13.52733 -5.55118 -4.86334
H -14.66256 -8.62711 -5.67730
H -16.26308 -4.05851 -1.51750
*
```

As for the orbital gap: 5.3 eV.

Results of the Mulliken charge analysis, in e, for atoms 1 through 6: atom 1 (C): -1.19, atom 2 (O): 0.22, atom 3 (C): -1.29, atom 4 (C): 1.33, atom 5 (O): -0.68, atom 6 (C): -1.09

=====

Values for total energy, a.u., ordered as above
-3072.30654; -2117.23122
Values for LUMO energy, eV, ordered as above
-0.9; -1.9
Values for largest force on an atom, hartree/bohr, ordered as above
0.1465; 0.2961